Record 1
A cluster of 3 separate species, C33H71B2N5O9 in total. Source: the OMol25 dataset; level of theory: the ωB97M-V functional and the def2-TZVPD basis.

CARTESIAN COORDINATES (ANGSTROEM)
C -4.485 -0.411 -4.708
C -4.690 0.957 -5.647
C -4.271 2.305 -4.762
C -5.371 2.341 -3.504
C -5.302 3.825 -2.783
C -3.880 3.898 -1.970
C -4.060 3.705 -0.322
C -2.625 4.193 0.333
C -1.815 2.968 1.041
C -1.336 1.763 -0.019
B -1.096 0.459 0.897
O 0.151 -0.192 1.330
O -2.344 -0.173 1.466
C -2.706 -1.381 0.712
C -4.376 -1.454 0.758
C -0.159 2.353 -0.961
C 0.283 1.514 -2.278
C 0.613 -0.050 -2.185
C -0.613 -0.945 -2.890
C -0.071 -2.493 -2.916
O -0.699 -3.540 -3.480
O 1.266 -2.804 -2.309
C 1.106 -3.594 -1.077
C 2.358 -3.379 0.011
N 0.999 3.045 -0.212
C 2.054 2.131 0.278
C 3.619 2.622 -0.052
C 3.829 3.137 -1.593
C 0.432 3.969 0.886
N 0.868 5.267 0.851
B 1.883 5.831 -0.169
C 3.326 6.403 0.403
O 1.575 5.871 -1.642
N -0.573 3.346 1.806
C -0.830 4.086 3.081
O -2.027 4.350 3.640
O 0.373 4.541 3.853
H -3.523 -0.351 -4.032
H -4.437 -1.347 -5.426
H -5.405 -0.541 -3.979
H -4.007 0.927 -6.607
H -5.800 1.091 -6.000
H -4.319 3.294 -5.396
H -3.166 2.128 -4.351
H -4.958 1.572 -2.715
H -6.466 2.119 -3.853
H -5.285 4.691 -3.595
H -6.174 4.005 -2.023
H -3.464 5.009 -2.093
H -3.079 3.107 -2.291
H -4.970 4.359 0.056
H -4.323 2.587 -0.035
H -2.905 4.971 1.188
H -1.990 4.785 -0.487
H -2.549 2.430 1.806
H -2.294 1.578 -0.706
H 0.053 -0.630 2.232
H -2.341 -2.349 1.263
H -2.430 -1.363 -0.425
H -4.869 -0.915 -0.172
H -4.713 -0.808 1.702
H -4.779 -2.537 0.953
H -0.685 3.319 -1.455
H 1.231 2.071 -2.744
H -0.574 1.666 -3.096
H 1.557 -0.266 -2.885
H 0.891 -0.499 -1.143
H -0.758 -0.628 -4.032
H -1.650 -0.786 -2.375
H 0.141 -3.247 -0.513
H 1.097 -4.766 -1.289
H 3.337 -3.961 -0.327
H 2.060 -3.778 1.088
H 2.621 -2.239 0.114
H 2.010 1.012 -0.043
H 2.003 2.127 1.471
H 4.277 1.639 0.075
H 4.006 3.372 0.765
H 2.847 3.416 -2.166
H 4.514 4.113 -1.522
H 4.483 2.338 -2.155
H 0.499 5.956 1.539
H 3.048 7.204 1.238
H 3.960 6.908 -0.452
H 3.921 5.547 0.945
H 1.693 6.849 -1.911
C 3.474 -9.666 -1.083
C 2.195 -8.897 -1.401
C 2.345 -7.363 -1.269
O 2.359 -6.885 0.079
C 3.613 -7.010 0.731
N 1.108 -9.406 -0.551
H 3.670 -9.737 -0.010
H 3.404 -10.693 -1.460
H 4.344 -9.198 -1.559
H 1.941 -9.112 -2.447
H 1.468 -6.899 -1.736
H 3.218 -6.995 -1.820
H 4.454 -6.865 0.046
H 3.682 -7.983 1.222
H 3.667 -6.245 1.512
H 0.235 -8.960 -0.836
H 1.266 -9.044 0.394
C 2.531 0.071 7.436
C 1.568 0.886 6.576
C 0.850 0.051 5.489
O 1.666 -0.275 4.360
C 2.532 -1.381 4.563
N 2.296 2.021 5.989
H 3.472 -0.148 6.926
H 2.787 0.625 8.347
H 2.078 -0.878 7.742
H 0.795 1.283 7.246
H 0.026 0.655 5.092
H 0.394 -0.852 5.911
H 2.085 -2.144 5.207
H 3.482 -1.039 4.976
H 2.742 -1.830 3.587
H 1.628 2.617 5.497
H 2.885 1.649 5.238

---

Record 2
A structure of composition C33H72AlN10O9. Source: the OMol25 dataset; level of theory: the ωB97M-V functional and the def2-TZVPD basis.

Output
Net charge ... -1

CARTESIAN COORDINATES (ANGSTROEM)
C 2.892 0.279 -1.458
C 1.705 1.065 -1.567
Al 0.096 2.289 -2.106
C 0.727 4.236 -1.920
C -0.316 5.315 -1.877
C -1.403 1.958 -0.722
C -2.806 1.530 -1.461
N -2.823 0.409 -2.268
H 4.035 -0.049 -1.565
H -0.449 1.976 -3.568
H 1.885 4.415 -1.833
H -0.641 5.790 -2.908
H -0.740 5.608 -0.826
H -1.120 1.140 0.069
H -1.583 3.011 -0.193
H -3.759 2.203 -1.228
H -1.884 -0.048 -2.305
C -6.405 5.954 0.927
O -6.202 6.901 0.178
N -6.637 4.654 0.530
C -6.869 3.588 1.482
C -6.648 4.343 -0.884
H -6.418 6.080 2.022
H -6.099 2.823 1.351
H -7.855 3.153 1.292
H -6.833 3.961 2.509
H -5.678 4.609 -1.315
H -7.425 4.938 -1.373
H -6.842 3.279 -1.044
C 7.201 -1.396 -1.982
O 6.572 -0.608 -1.287
N 6.711 -2.576 -2.500
C 7.523 -3.455 -3.315
C 5.340 -2.950 -2.221
H 8.253 -1.208 -2.255
H 7.051 -3.565 -4.295
H 7.586 -4.432 -2.827
H 8.531 -3.053 -3.445
H 4.674 -2.169 -2.599
H 5.207 -3.032 -1.138
H 5.096 -3.904 -2.695
C -2.670 0.246 -7.972
O -3.717 0.647 -8.464
N -2.371 0.233 -6.626
C -1.105 -0.259 -6.123
C -3.353 0.728 -5.684
H -1.856 -0.151 -8.600
H -1.295 -1.094 -5.443
H -0.602 0.547 -5.582
H -0.462 -0.600 -6.939
H -4.269 0.138 -5.782
H -3.579 1.772 -5.920
H -2.976 0.655 -4.660
C 8.136 -6.954 -4.257
O 7.359 -6.200 -3.685
N 8.965 -7.867 -3.641
C 9.859 -8.725 -4.391
C 8.942 -7.975 -2.197
H 8.233 -6.954 -5.355
H 9.604 -9.768 -4.186
H 10.887 -8.529 -4.073
H 9.774 -8.539 -5.466
H 7.930 -8.239 -1.876
H 9.207 -7.006 -1.764
H 9.648 -8.737 -1.855
C 1.186 0.539 2.288
O 0.057 0.323 2.708
N 2.335 0.555 3.051
C 3.638 0.819 2.476
C 2.237 0.299 4.473
H 1.374 0.745 1.221
H 4.286 -0.043 2.658
H 4.063 1.705 2.956
H 3.566 0.994 1.399
H 1.801 -0.692 4.627
H 1.579 1.048 4.925
H 3.223 0.345 4.942
C -7.116 3.228 5.290
O -6.875 3.863 4.271
N -7.694 3.738 6.433
C -7.946 2.919 7.600
C -8.060 5.139 6.471
H -6.878 2.155 5.368
H -9.019 2.928 7.814
H -7.399 3.335 8.451
H -7.623 1.887 7.435
H -8.777 5.341 5.669
H -7.165 5.745 6.303
H -8.504 5.396 7.436
C 8.820 -4.856 -0.128
O 9.060 -4.222 -1.147
N 8.242 -4.346 1.015
C 7.989 -5.166 2.182
C 7.876 -2.946 1.052
H 9.058 -5.930 -0.050
H 6.917 -5.156 2.396
H 8.537 -4.749 3.032
H 8.313 -6.197 2.017
H 7.158 -2.744 0.251
H 8.771 -2.339 0.885
H 7.432 -2.688 2.018
C -11.665 2.555 10.133
O -11.462 3.502 9.383
N -11.896 1.255 9.736
C -12.129 0.189 10.687
C -11.907 0.944 8.321
H -11.678 2.681 11.228
H -11.359 -0.576 10.557
H -13.114 -0.246 10.498
H -12.093 0.562 11.715
H -10.937 1.210 7.891
H -12.685 1.539 7.832
H -12.102 -0.120 8.161
C 2.448 -0.022 -6.761
O 1.623 -0.081 -7.664
N 2.854 1.130 -6.121
C 3.838 1.115 -5.059
C 2.278 2.396 -6.522
H 2.948 -0.927 -6.379
H 3.386 1.524 -4.151
H 4.689 1.735 -5.356
H 4.188 0.098 -4.859
H 1.193 2.354 -6.383
H 2.490 2.564 -7.582
H 2.694 3.215 -5.929

---

Record 3
A cluster of 9 separate species, C33H72BF3N11O12 in total. Source: the OMol25 dataset; level of theory: the ωB97M-V functional and the def2-TZVPD basis.

Output
Net charge ... +1
Relative energy (zero: lowest compared OMol25 entry of this formula, charge and spin) ... 0.0000 eV

CARTESIAN COORDINATES (ANGSTROEM)
N 4.535 -0.356 2.967
C 3.672 -0.798 2.054
N 2.519 -0.056 1.824
C 2.561 0.712 0.557
C 2.170 -0.049 -0.686
O 1.061 -0.001 -1.171
C 1.293 -0.871 2.037
C 1.599 -2.367 2.025
B 0.231 -3.135 1.673
O 0.223 -4.418 1.161
O -0.966 -2.510 1.836
C 2.752 -2.742 1.105
N 3.992 -1.968 1.418
C 4.915 -1.755 0.255
C 6.378 -2.162 0.399
O 7.069 -1.680 -0.744
C 7.120 -1.580 1.593
F 6.713 -2.105 2.766
F 8.421 -1.858 1.478
F 6.992 -0.239 1.643
H 4.865 -0.940 3.718
H 4.823 0.614 2.947
H 1.969 1.619 0.669
H 3.599 1.039 0.447
H 2.928 -0.669 -1.192
H 0.916 -0.642 3.034
H 0.501 -0.593 1.347
H 1.862 -2.640 3.057
H 0.850 -4.964 1.649
H -1.000 -1.800 2.507
H 2.963 -3.803 1.250
H 2.466 -2.648 0.054
H 4.517 -2.359 -0.561
H 4.877 -0.713 -0.068
H 6.501 -3.247 0.395
H 6.478 -1.198 -1.332
C -3.496 0.088 4.572
C -2.573 0.109 3.391
O -1.395 -0.269 3.467
N -3.070 0.559 2.222
C -4.417 1.039 1.955
H -2.957 -0.294 5.433
H -3.858 1.086 4.809
H -4.350 -0.562 4.376
H -2.410 0.547 1.460
H -4.889 0.424 1.188
H -4.385 2.071 1.602
H -5.023 0.999 2.853
C 7.043 3.200 -1.677
C 6.786 3.220 -0.190
O 5.809 2.662 0.304
N 7.670 3.878 0.589
C 8.871 4.590 0.185
H 6.247 2.638 -2.157
H 7.051 4.211 -2.083
H 7.997 2.721 -1.898
H 7.441 3.856 1.570
H 9.746 4.152 0.665
H 8.803 5.637 0.480
H 9.002 4.539 -0.890
C -5.738 -5.349 0.663
C -5.201 -4.207 1.493
O -5.929 -3.411 2.063
N -3.848 -4.088 1.591
C -2.813 -4.909 0.994
H -6.820 -5.314 0.673
H -5.406 -5.268 -0.371
H -5.405 -6.304 1.073
H -3.551 -3.312 2.162
H -2.190 -5.346 1.773
H -2.183 -4.290 0.360
H -3.246 -5.705 0.397
C 2.095 -0.292 -4.112
C 3.331 -0.459 -4.963
O 4.372 -0.905 -4.490
N 3.271 -0.107 -6.265
C 2.141 0.431 -6.998
H 2.342 -0.630 -3.119
H 1.787 0.753 -4.066
H 1.265 -0.892 -4.486
H 4.138 -0.253 -6.765
H 1.880 -0.230 -7.825
H 2.391 1.410 -7.409
H 1.278 0.535 -6.350
C -8.659 -3.687 -3.652
C -7.571 -3.851 -2.617
O -7.683 -4.617 -1.677
N -6.445 -3.099 -2.770
C -6.139 -2.144 -3.817
H -9.479 -4.347 -3.387
H -9.026 -2.661 -3.672
H -8.296 -3.956 -4.645
H -5.761 -3.245 -2.045
H -5.236 -2.443 -4.353
H -5.973 -1.153 -3.390
H -6.957 -2.082 -4.526
C -5.859 3.697 7.924
C -5.540 3.215 6.529
O -4.999 2.134 6.330
N -5.878 4.018 5.495
C -6.534 5.308 5.533
H -5.529 2.942 8.630
H -5.341 4.632 8.139
H -6.932 3.848 8.046
H -5.650 3.644 4.586
H -7.467 5.255 4.970
H -5.893 6.064 5.072
H -6.753 5.616 6.550
C 6.793 -2.297 -5.690
C 7.352 -1.401 -6.766
O 6.723 -1.146 -7.781
N 8.587 -0.869 -6.567
C 9.471 -1.056 -5.434
H 5.809 -2.624 -6.005
H 7.425 -3.174 -5.533
H 6.687 -1.749 -4.756
H 8.898 -0.279 -7.322
H 9.687 -0.097 -4.959
H 10.415 -1.497 -5.756
H 9.015 -1.712 -4.701
C -8.469 4.505 0.807
C -7.377 4.555 1.848
O -7.302 3.721 2.739
N -6.475 5.567 1.760
C -6.417 6.636 0.780
H -9.099 3.647 1.017
H -9.079 5.408 0.841
H -8.048 4.399 -0.193
H -5.772 5.550 2.481
H -5.470 6.604 0.240
H -6.499 7.606 1.272
H -7.227 6.541 0.065

---

| no. | E_LUMO (eV) | HOMO energy (eV) | DFT total energy (eV) |
| --- | --- | --- | --- |
| 1 | -1.122 | -7.98 | -62591.4686 |
| 2 | 1.399 | -2.72 | -75305.4808 |
| 3 | -4.160 | -10.31 | -85177.6333 |